1.
This record from OMol25 describes a cluster of 2 separate species, C4H14N4 in total. The level of theory is ωB97M-V with the def2-TZVPD basis set.

Geometry (Å):
C (-2.615, -0.408, 0.348)
C (-2.089, 1.856, -0.293)
N (-1.728, 0.452, -0.408)
H (1.480, -1.987, 0.028)
H (-3.601, -0.370, -0.113)
H (-3.108, 1.975, -0.658)
H (-2.233, -1.426, 0.288)
H (-2.705, -0.113, 1.403)
H (-2.025, 2.223, 0.738)
H (-1.420, 2.445, -0.920)
N (-0.387, 0.160, -0.122)
C (2.295, -1.366, -0.311)
N (0.021, 0.624, 1.224)
N (2.393, -1.292, -1.684)
C (3.157, -0.833, 0.550)
H (0.173, 0.711, -0.773)
H (-0.263, -0.118, 1.865)
H (1.043, 0.622, 1.221)
H (3.028, -0.568, -2.029)
H (1.520, -1.341, -2.184)
H (3.977, -0.225, 0.224)
H (3.086, -1.021, 1.607)

frontier orbital gap: 9.1 eV
charge: 0

Mulliken population analysis, charges in e, atoms 1 to 4: number 1, C, carries -0.887; number 2, C, carries -0.926; number 3, N, carries -0.203; number 4, H, carries 0.312



2.
This record from OMol25 describes an isolated molecule of CH3N5O in a non-equilibrium geometry. The level of theory is ωB97M-V with the def2-TZVPD basis set.

Geometry (Å):
C (0.327, 0.771, -0.099)
H (-1.929, 0.194, 0.746)
H (-2.363, -0.268, -0.762)
H (2.500, 0.683, 0.173)
N (-1.834, -0.599, 0.068)
N (-0.400, -0.422, -0.183)
N (0.384, -1.490, 0.065)
N (1.640, -1.081, 0.020)
N (1.607, 0.221, -0.073)
O (0.068, 1.991, 0.045)

frontier orbital gap: 10.3 eV
charge: 0

Mulliken population analysis, charges in e, atoms 1 to 4: number 1, C, carries 0.360; number 2, H, carries 0.284; number 3, H, carries 0.288; number 4, H, carries 0.279



3.
This record from OMol25 describes a structure of composition BrPt in a non-equilibrium geometry. The level of theory is ωB97M-V with the def2-TZVPD basis set.

Geometry (Å):
Pt (0.908, -0.833, -0.335)
Br (-0.908, 0.833, 0.335)

expectation value of S²: 3.761
frontier orbital gap (spin up / spin down): 10.6 / 6.8 eV
multiplicity: 4
charge: +2

Just the Mulliken charges please, in e? Sure, here they are: number 1, Pt, carries 1.297; number 2, Br, carries 0.703



4.
This record from OMol25 describes the ion C3H11N2 with charge +1 in a non-equilibrium geometry. The level of theory is ωB97M-V with the def2-TZVPD basis set.

Geometry (Å):
C (-1.050, -0.523, -0.803)
C (-0.538, 0.678, 0.000)
C (0.864, 0.518, 0.507)
N (1.554, 1.853, 0.513)
N (-0.692, -1.909, -0.086)
H (-0.369, -0.631, -1.696)
H (-2.089, -0.677, -0.991)
H (-1.154, 0.930, 0.930)
H (-0.617, 1.610, -0.669)
H (1.079, 0.045, 1.502)
H (1.403, -0.107, -0.250)
H (2.016, 2.367, -0.267)
H (1.321, 2.578, 1.234)
H (-0.562, -2.625, -0.838)
H (0.157, -1.813, 0.315)
H (-1.324, -2.295, 0.598)

frontier orbital gap: 8.6 eV
charge: +1

Mulliken population analysis, charges in e, atoms 1 to 4: number 1, C, carries -0.699; number 2, C, carries -0.146; number 3, C, carries -0.715; number 4, N, carries -0.543



5.
This record from OMol25 describes the ion C3H5ClNO2 with charge +1 in a non-equilibrium geometry. The level of theory is ωB97M-V with the def2-TZVPD basis set.

Geometry (Å):
C (-0.831, -1.069, 0.187)
C (0.257, -0.335, 0.089)
C (1.746, -0.580, -0.021)
N (-0.113, 1.387, 0.008)
O (2.247, -1.591, -0.186)
O (-2.042, -0.560, -0.067)
Cl (2.700, 0.929, 0.103)
H (-0.738, -2.130, 0.194)
H (-0.446, 1.707, 0.946)
H (-0.813, 1.459, -0.804)
H (0.757, 1.952, -0.297)
H (-2.723, -1.170, -0.150)

frontier orbital gap: 10.7 eV
charge: +1

Mulliken population analysis, charges in e, atoms 1 to 4: number 1, C, carries 0.213; number 2, C, carries -0.107; number 3, C, carries 0.489; number 4, N, carries -0.522



6.
This record from OMol25 describes a structure of composition C32H80F4K2N2O24S4 in a non-equilibrium geometry. The level of theory is ωB97M-V with the def2-TZVPD basis set.

Geometry (Å):
K (-25.599, -2.924, 16.691)
K (-23.574, -7.071, 14.192)
N (-23.608, 1.581, 11.389)
S (-23.729, -0.130, 11.190)
O (-24.120, -1.017, 12.306)
O (-22.841, -0.686, 10.159)
F (-25.119, -0.035, 10.429)
S (-22.475, 1.239, 12.333)
O (-21.216, 0.779, 11.784)
O (-22.829, 1.005, 13.727)
F (-21.928, 2.762, 12.492)
N (-21.681, -4.391, 16.499)
S (-20.944, -4.600, 18.019)
O (-21.721, -4.052, 19.139)
O (-19.462, -4.839, 18.103)
F (-21.517, -6.082, 18.164)
S (-20.476, -3.976, 15.760)
O (-19.505, -4.984, 15.373)
O (-20.025, -2.634, 16.106)
F (-21.203, -3.786, 14.318)
C (-12.671, -10.947, 24.950)
O (-13.146, -11.015, 23.571)
C (-14.078, -9.967, 23.276)
C (-14.415, -9.587, 21.834)
O (-15.716, -9.086, 21.718)
C (-16.350, -8.666, 20.523)
H (-11.924, -11.711, 25.167)
H (-13.256, -11.177, 25.841)
H (-12.244, -9.979, 25.211)
H (-13.894, -9.090, 23.897)
H (-14.967, -10.374, 23.758)
H (-14.342, -10.430, 21.146)
H (-13.847, -8.733, 21.464)
H (-17.415, -8.459, 20.627)
H (-16.308, -9.488, 19.809)
H (-15.855, -7.779, 20.127)
C (-20.334, -9.924, 12.605)
O (-20.983, -10.232, 13.872)
C (-21.392, -11.594, 14.003)
C (-22.771, -11.790, 13.366)
O (-23.920, -11.041, 13.874)
C (-25.158, -11.539, 13.265)
H (-19.793, -9.009, 12.848)
H (-21.032, -9.637, 11.818)
H (-19.752, -10.723, 12.146)
H (-21.593, -11.698, 15.069)
H (-20.703, -12.332, 13.593)
H (-22.998, -12.847, 13.232)
H (-22.731, -11.346, 12.371)
H (-25.313, -11.374, 12.199)
H (-26.078, -11.178, 13.725)
H (-25.213, -12.579, 13.586)
C (-19.165, -4.059, 9.111)
O (-18.774, -4.647, 7.865)
C (-17.456, -4.365, 7.436)
C (-17.308, -4.372, 5.874)
O (-18.097, -3.368, 5.365)
C (-17.442, -2.509, 4.460)
H (-18.458, -4.199, 9.928)
H (-20.139, -4.462, 9.391)
H (-19.263, -2.974, 9.069)
H (-16.915, -5.247, 7.780)
H (-16.989, -3.422, 7.721)
H (-17.742, -5.286, 5.471)
H (-16.243, -4.312, 5.650)
H (-17.304, -2.954, 3.475)
H (-16.449, -2.301, 4.857)
H (-18.011, -1.580, 4.489)
C (-12.893, 0.664, 13.298)
O (-12.932, -0.756, 13.237)
C (-13.918, -1.252, 12.294)
C (-13.726, -2.787, 12.082)
O (-13.379, -3.554, 13.239)
C (-14.606, -3.895, 13.965)
H (-13.814, 1.046, 13.738)
H (-12.734, 1.130, 12.325)
H (-12.042, 0.931, 13.924)
H (-13.915, -0.782, 11.311)
H (-14.932, -1.005, 12.610)
H (-12.923, -2.974, 11.368)
H (-14.609, -3.179, 11.577)
H (-15.361, -4.453, 13.410)
H (-15.185, -3.036, 14.304)
H (-14.365, -4.448, 14.873)
C (-19.323, 2.671, 18.287)
O (-19.545, 4.046, 18.266)
C (-19.052, 4.821, 19.367)
C (-19.826, 4.404, 20.685)
O (-19.213, 3.250, 21.262)
C (-17.852, 3.355, 21.662)
H (-19.947, 2.283, 17.482)
H (-19.521, 2.028, 19.145)
H (-18.359, 2.491, 17.811)
H (-19.294, 5.863, 19.159)
H (-17.969, 4.792, 19.480)
H (-20.890, 4.257, 20.498)
H (-19.991, 5.178, 21.435)
H (-17.045, 2.756, 21.241)
H (-17.623, 3.201, 22.716)
H (-17.451, 4.367, 21.612)
C (-18.794, -2.460, 22.643)
O (-19.117, -3.491, 23.478)
C (-18.033, -4.159, 24.130)
C (-18.462, -5.287, 25.166)
O (-19.031, -4.567, 26.213)
C (-19.743, -5.289, 27.236)
H (-18.209, -1.662, 23.100)
H (-19.688, -1.944, 22.294)
H (-18.230, -2.799, 21.774)
H (-17.358, -3.423, 24.566)
H (-17.529, -4.702, 23.330)
H (-17.631, -5.897, 25.519)
H (-19.214, -5.876, 24.642)
H (-20.570, -5.755, 26.700)
H (-20.133, -4.500, 27.879)
H (-19.195, -6.055, 27.785)
C (-27.558, -2.560, 20.531)
O (-27.336, -1.435, 19.638)
C (-27.671, -0.135, 20.221)
C (-26.520, 0.690, 20.839)
O (-25.340, 0.646, 19.952)
C (-24.223, 0.233, 20.667)
H (-28.590, -2.774, 20.809)
H (-27.021, -2.300, 21.443)
H (-27.078, -3.423, 20.070)
H (-28.336, -0.278, 21.073)
H (-28.396, 0.463, 19.669)
H (-26.318, 0.426, 21.877)
H (-26.718, 1.762, 20.831)
H (-23.362, 0.600, 20.108)
H (-24.168, -0.850, 20.777)
H (-24.091, 0.768, 21.608)
C (-24.119, -9.975, 24.708)
O (-24.214, -8.579, 25.118)
C (-25.348, -8.234, 25.799)
C (-25.454, -6.728, 26.116)
O (-25.381, -5.806, 25.007)
C (-24.245, -5.621, 24.235)
H (-23.155, -10.045, 24.205)
H (-24.783, -10.286, 23.901)
H (-24.217, -10.736, 25.483)
H (-25.223, -8.682, 26.785)
H (-26.256, -8.624, 25.340)
H (-24.645, -6.395, 26.766)
H (-26.433, -6.568, 26.568)
H (-23.477, -5.034, 24.739)
H (-24.464, -4.997, 23.369)
H (-23.763, -6.518, 23.846)

frontier orbital gap: 5.5 eV
charge: 0

Mulliken population analysis, charges in e, atoms 1 to 4: number 1, K, carries 0.959; number 2, K, carries 0.950; number 3, N, carries -0.288; number 4, S, carries 1.057



7.
This record from OMol25 describes a cluster of 2 separate species, C6H12O2 in total in a non-equilibrium geometry. The level of theory is ωB97M-V with the def2-TZVPD basis set.

Geometry (Å):
O (-1.389, -1.358, -1.558)
C (-2.103, -0.387, -1.745)
C (-1.544, 0.997, -1.949)
C (-3.596, -0.565, -1.456)
H (-1.458, 1.655, -1.068)
H (-2.121, 1.525, -2.727)
H (-0.532, 0.795, -2.337)
H (-4.239, 0.312, -1.642)
H (-3.705, -0.864, -0.400)
H (-3.942, -1.396, -2.094)
O (3.746, 1.279, 1.800)
C (2.926, 0.360, 1.667)
C (1.580, 0.634, 1.046)
C (3.133, -0.998, 2.330)
H (0.819, 0.001, 1.532)
H (1.671, 0.326, -0.010)
H (1.239, 1.682, 1.078)
H (3.821, -0.892, 3.186)
H (3.538, -1.762, 1.645)
H (2.156, -1.344, 2.704)

frontier orbital gap: 10.3 eV
charge: 0

Mulliken population analysis, charges in e, atoms 1 to 4: number 1, O, carries -0.547; number 2, C, carries 0.693; number 3, C, carries -0.989; number 4, C, carries -0.898



8.
This record from OMol25 describes a cluster of 2 separate species, C6H13N3 in total in a non-equilibrium geometry. The level of theory is ωB97M-V with the def2-TZVPD basis set.

Geometry (Å):
C (0.772, -1.725, -0.337)
C (1.612, -0.413, 0.016)
C (1.696, 0.515, -1.186)
N (0.594, -2.652, 0.743)
H (1.489, -2.930, 1.127)
H (0.050, -2.221, 1.495)
H (1.282, -2.234, -1.158)
H (-0.214, -1.414, -0.692)
H (2.612, -0.771, 0.273)
H (1.293, 0.140, 0.901)
H (2.089, -0.015, -2.052)
H (2.352, 1.358, -0.981)
H (0.712, 0.893, -1.451)
C (-2.634, 1.303, -0.211)
C (-1.366, 1.387, 0.591)
N (-0.502, 2.305, 0.605)
C (-1.130, 0.236, 1.419)
N (-1.142, -0.671, 2.126)
H (-0.703, 3.090, -0.012)
H (-2.749, 2.184, -0.842)
H (-3.491, 1.221, 0.462)
H (-2.622, 0.416, -0.838)

frontier orbital gap: 8.7 eV
charge: 0

Mulliken population analysis, charges in e, atoms 1 to 4: number 1, C, carries -0.772; number 2, C, carries -0.241; number 3, C, carries -1.239; number 4, N, carries -0.626